[1]
Here is a 15-piece molecular cluster, C21H30Cl42NO overall in a non-equilibrium geometry from the OMol25 dataset. Energies are from the ωB97M-V functional and the def2-TZVPD basis.

Each line ends with the Mulliken charge.
Atoms and positions in Å:
C1 -2.198 -0.240 -2.724  -1.1504
C2 -1.193 -0.931 -1.812  1.3298
C3 -1.127 -0.156 -0.513  0.1144
O1 -0.107 -0.557 0.419  -0.3259
C4 -0.369 -1.633 1.217  -0.1261
C5 -1.689 -1.721 1.980  -0.8337
C6 -2.522 -2.684 1.146  -0.0174
C7 -1.572 -3.745 0.639  -0.7018
N1 -0.257 -3.006 0.516  0.0702
H1 -1.924 0.799 -2.858  0.0509
H2 -3.196 -0.277 -2.290  0.3313
H3 -2.239 -0.717 -3.696  0.3879
H4 -0.226 -0.940 -2.329  -0.0375
H5 -1.514 -1.963 -1.666  -0.5909
H6 -2.104 -0.159 -0.028  0.0319
H7 -0.905 0.875 -0.748  -0.1847
H8 0.443 -1.638 1.938  0.4663
H9 -1.477 -2.057 2.990  0.3534
H10 -2.110 -0.730 2.083  0.3573
H11 -2.784 -2.126 0.248  0.0595
H12 -3.445 -3.062 1.560  0.3884
H13 -1.881 -4.050 -0.352  0.1361
H14 -1.446 -4.601 1.286  0.4630
H15 0.451 -3.534 1.018  0.4992
H16 0.120 -2.894 -0.427  -0.0750
C8 -5.333 -0.697 3.301  -0.0500
Cl1 -4.853 -0.431 1.617  -0.0706
Cl2 -5.592 -2.413 3.604  -0.1146
Cl3 -4.124 -0.037 4.398  -0.1052
H17 -6.265 -0.176 3.467  0.3778
C9 3.443 -0.817 -1.510  0.3672
Cl4 3.831 0.152 -2.916  -0.1146
Cl5 2.195 -2.021 -1.923  0.0091
Cl6 4.864 -1.625 -0.871  -0.1207
H18 3.040 -0.171 -0.739  -0.1307
C10 0.448 3.708 -0.606  -0.2567
Cl7 1.151 5.315 -0.577  -0.1013
Cl8 -0.256 3.340 -2.182  -0.0444
Cl9 1.637 2.468 -0.184  0.0125
H19 -0.343 3.668 0.132  0.3296
C11 2.222 3.271 4.189  0.0289
Cl10 1.761 1.564 4.218  -0.0956
Cl11 1.503 4.086 2.801  -0.0861
Cl12 1.791 4.069 5.691  0.0040
H20 3.298 3.318 4.078  0.1322
C12 0.118 7.314 8.013  0.0069
Cl13 1.184 8.716 8.101  -0.1024
Cl14 -0.679 7.223 6.446  -0.0994
Cl15 1.013 5.826 8.345  -0.1092
H21 -0.642 7.421 8.775  0.3333
C13 2.206 -5.404 -4.452  -0.0484
Cl16 3.660 -4.418 -4.448  -0.0842
Cl17 1.050 -4.826 -3.233  -0.0652
Cl18 1.451 -5.422 -6.039  -0.1367
H22 2.478 -6.417 -4.191  0.3252
C14 -4.447 -3.257 -3.757  0.0509
Cl19 -4.227 -2.553 -5.352  -0.1128
Cl20 -5.580 -4.595 -3.788  -0.0742
Cl21 -2.887 -3.798 -3.099  -0.0776
H23 -4.838 -2.492 -3.100  0.2139
C15 5.662 0.521 3.438  -0.0497
Cl22 5.289 -1.203 3.463  -0.1290
Cl23 4.888 1.301 2.053  -0.0608
Cl24 5.194 1.284 4.953  -0.0889
H24 6.731 0.632 3.322  0.3464
C16 -3.351 3.778 -4.754  0.1823
Cl25 -1.751 3.144 -5.149  -0.1232
Cl26 -4.230 2.646 -3.722  -0.0942
Cl27 -3.232 5.360 -3.994  -0.1075
H25 -3.900 3.874 -5.682  0.1545
C17 4.219 7.117 7.021  0.3355
Cl28 5.207 8.550 7.273  -0.1396
Cl29 3.466 7.129 5.430  -0.0727
Cl30 5.171 5.642 7.240  -0.1016
H26 3.433 7.115 7.762  -0.0391
C18 8.216 4.839 9.459  0.3200
Cl31 9.613 3.903 8.929  -0.1252
Cl32 7.050 3.811 10.295  -0.1231
Cl33 8.709 6.187 10.479  -0.1210
H27 7.733 5.246 8.582  0.0448
C19 4.387 -5.572 -8.766  0.5796
Cl34 5.246 -4.035 -8.676  -0.1216
Cl35 3.653 -5.793 -10.352  -0.1205
Cl36 5.457 -6.916 -8.371  -0.1222
H28 3.594 -5.556 -8.033  -0.1985
C20 -6.087 2.090 -8.298  0.0338
Cl37 -7.055 3.553 -8.420  -0.1130
Cl38 -5.927 1.295 -9.858  -0.1122
Cl39 -4.491 2.452 -7.618  -0.1115
H29 -6.585 1.410 -7.621  0.2822
C21 -5.071 -8.491 -2.392  -0.0419
Cl40 -3.726 -8.561 -3.527  -0.1022
Cl41 -4.771 -7.277 -1.141  -0.0882
Cl42 -6.587 -8.169 -3.227  -0.1037
H30 -5.154 -9.453 -1.906  0.3451

Properties
HOMO in eV: -12.08
DFT total energy in Ha: -20275.934041
Kohn-Sham gap in eV: 9.46
Charge: +1

[2]
Here is a 8-piece molecular cluster, C4H26N2O7 overall in a non-equilibrium geometry from the OMol25 dataset. Energies are from the ωB97M-V functional and the def2-TZVPD basis.

Each line ends with the natural charge from an NBO analysis.
Atoms and positions in Å:
C1 2.334 -0.631 -0.989  -0.2226
C2 1.399 -0.595 -2.206  -0.4059
C3 -0.103 -0.518 -1.935  -0.1975
C4 -2.147 -1.222 -0.758  -0.4276
N1 -0.700 -1.456 -1.001  -0.6770
N2 2.630 0.670 -0.432  -0.8592
H1 1.954 -1.332 -0.244  0.1417
H2 3.235 -0.990 -1.501  0.1988
H3 1.571 -1.541 -2.748  0.2008
H4 1.626 0.170 -2.945  0.2212
H5 -0.326 0.531 -1.663  0.1311
H6 -0.651 -0.621 -2.883  0.1958
H7 -2.380 -0.983 0.274  0.2038
H8 -2.684 -2.110 -1.069  0.1895
H9 -2.538 -0.507 -1.498  0.1897
H10 -0.349 -1.291 -0.069  0.3775
H11 1.848 1.151 -0.007  0.3668
H12 3.374 0.695 0.258  0.3658
H13 -0.093 3.440 -1.681  0.4786
H14 1.029 3.025 -2.580  0.4728
O1 0.116 2.786 -2.329  -0.9458
H15 1.971 -3.124 0.687  0.4709
H16 0.565 -3.499 0.413  0.4876
O2 1.252 -3.602 1.089  -0.9394
H17 -2.107 -0.826 3.380  0.4796
H18 -0.983 -0.006 2.749  0.5204
O3 -1.870 0.073 3.169  -0.9763
H19 0.697 -1.876 1.859  0.5138
H20 1.054 -0.247 1.592  0.5172
O4 0.405 -0.929 1.799  -1.0347
H21 0.403 1.923 1.457  0.5105
H22 1.155 2.087 2.806  0.4809
O5 1.163 1.625 1.992  -1.0043
H23 -3.499 2.220 1.608  0.4681
H24 -2.919 0.873 2.105  0.5069
O6 -3.286 1.327 1.313  -0.9872
H25 -0.581 1.391 -0.540  0.4807
H26 -1.760 1.897 0.366  0.5135
O7 -0.805 2.022 0.162  -1.0066

Properties
HOMO in eV: -8.75
ΔE to the lowest compared entry with this formula, charge and spin in kJ/mol: 77.14
DFT total energy in Ha: -804.173673
Kohn-Sham gap in eV: 9.22
Structure (SMILES): CNCCCN.O.O.O.O.O.O.O